Below is the molecule C2H2N2OS3 in a non-equilibrium geometry, with properties calculated with ωB97M-V/def2-TZVPD.

HOMO-LUMO gap   7.69 eV
ΔE to the lowest compared entry with this formula, charge and spin   178.3 kJ/mol

Geometry as XYZ:
```
10
C2H2N2OS3, DFT ωB97M-V/def2-TZVPD
S -3.333 -1.333 0.117
C -2.030 -0.361 0.078
N -0.749 -0.780 0.205
C -0.021 0.275 0.192
S 1.674 0.322 0.319
S 2.271 -1.755 -0.022
N -0.853 1.490 0.116
O -2.141 0.986 0.139
H 1.113 -2.342 0.288
H -0.589 2.065 -0.672
```

***

Below is the molecule C2H2N2OSi in a non-equilibrium geometry, with properties calculated with ωB97M-V/def2-TZVPD.

HOMO-LUMO gap   11.38 eV
ΔE to the lowest compared entry with this formula, charge and spin   0.0 kJ/mol

Geometry as XYZ:
```
8
C2H2N2OSi, DFT ωB97M-V/def2-TZVPD
N -2.885 0.236 -0.945
C -2.030 0.049 -0.217
O -1.109 -0.376 0.584
Si 0.583 -0.490 0.376
C 1.345 1.014 -0.346
N 1.929 1.773 -0.968
H 0.909 -1.781 -0.204
H 1.259 -0.425 1.720
```

***

Below is a structure of composition C2H2N2PS3 in a non-equilibrium geometry, with properties calculated with ωB97M-V/def2-TZVPD.

HOMO-LUMO gap (spin up / spin down)   4.60 / 5.44 eV
Spin multiplicity   3
Charge   -1

Geometry as XYZ:
```
10
C2H2N2PS3, DFT ωB97M-V/def2-TZVPD
C -1.358 0.784 -0.391
C 0.754 -0.116 -0.498
N -0.011 1.015 -0.547
N -1.670 -0.618 -0.371
P -0.342 -1.645 -0.594
S -3.078 -1.500 -0.131
S -2.450 2.012 -0.233
S 2.353 0.124 -0.623
H 0.443 1.901 -0.399
H -0.166 -1.831 0.699
```

***

Below is a structure of composition C2H2N2S3 in a non-equilibrium geometry, with properties calculated with ωB97M-V/def2-TZVPD.

HOMO-LUMO gap (spin up / spin down)   7.54 / 7.54 eV
ΔE to the lowest compared entry with this formula, charge and spin   303.7 kJ/mol

Geometry as XYZ:
```
9
C2H2N2S3, DFT ωB97M-V/def2-TZVPD
C 1.470 0.478 0.103
C -1.258 0.035 -0.133
N 0.610 0.596 1.021
N -0.651 0.397 1.071
S 2.631 1.218 -0.645
S 1.055 -1.562 -0.563
S -0.782 -1.703 0.087
H -2.401 0.105 -0.019
H -0.675 0.435 -0.922
```

***

Below is the ion C2H2N3OS with charge -1 in a non-equilibrium geometry, with properties calculated with ωB97M-V/def2-TZVPD.

HOMO-LUMO gap   7.67 eV
Charge   -1
ΔE to the lowest compared entry with this formula, charge and spin   129.6 kJ/mol

Geometry as XYZ:
```
9
C2H2N3OS, DFT ωB97M-V/def2-TZVPD
N -0.126 2.335 0.168
C 0.188 1.223 -0.023
N 0.080 -0.109 -0.111
N -1.490 -0.452 -0.110
C 1.167 -0.973 -0.103
O 1.086 -2.164 -0.086
S 2.535 0.072 -0.076
H -1.770 0.363 -0.604
H -1.671 -0.294 0.945
```

***

Below is a structure of composition C2H2N3S2 in a non-equilibrium geometry, with properties calculated with ωB97M-V/def2-TZVPD.

HOMO-LUMO gap (spin up / spin down)   7.67 / 6.89 eV
Charge   +1
ΔE to the lowest compared entry with this formula, charge and spin   452.5 kJ/mol

Geometry as XYZ:
```
9
C2H2N3S2, DFT ωB97M-V/def2-TZVPD
C 0.842 0.454 -0.186
C 2.025 0.900 0.235
N -1.664 0.688 -0.773
N -1.561 -1.679 0.269
N -0.623 0.940 -1.248
S 1.410 0.128 1.637
S -2.461 -0.483 0.093
H 2.922 1.407 0.039
H -0.891 -2.356 -0.066
```

***

Below is the ion C2H2N3S2 with charge +1 in a non-equilibrium geometry, with properties calculated with ωB97M-V/def2-TZVPD.

HOMO-LUMO gap   6.70 eV
Charge   +1
ΔE to the lowest compared entry with this formula, charge and spin   102.7 kJ/mol

Geometry as XYZ:
```
9
C2H2N3S2, DFT ωB97M-V/def2-TZVPD
C -0.809 0.227 -0.074
C -0.195 -1.148 0.125
N 1.817 -0.491 -0.653
N 0.102 1.201 0.215
N 1.010 -1.436 -0.151
S -2.384 0.540 -0.508
S 1.639 1.028 -0.293
H -0.972 -1.984 0.479
H -0.208 2.063 0.861
```

***

Below is the molecule C2H2N4 in a non-equilibrium geometry, with properties calculated with ωB97M-V/def2-TZVPD.

HOMO-LUMO gap (spin up / spin down)   7.78 / 7.78 eV
ΔE to the lowest compared entry with this formula, charge and spin   466.4 kJ/mol

Geometry as XYZ:
```
8
C2H2N4, DFT ωB97M-V/def2-TZVPD
C 1.134 0.370 -0.455
N 0.234 -0.331 -1.245
N -0.798 -1.012 -0.673
N -1.237 -0.409 0.367
C -0.445 0.472 1.025
N 0.867 0.543 0.835
H 1.138 -0.677 -1.684
H -0.893 1.045 1.830
```

***

Below is a cluster of 3 separate species, C2H2N4 in total in a non-equilibrium geometry, with properties calculated with ωB97M-V/def2-TZVPD.

HOMO-LUMO gap   12.87 eV
ΔE to the lowest compared entry with this formula, charge and spin   7.6 kJ/mol

Geometry as XYZ:
```
8
C2H2N4, DFT ωB97M-V/def2-TZVPD
C 0.674 -0.946 1.713
N 0.585 -2.087 1.864
H 0.710 0.105 1.476
C -0.215 1.963 -0.821
N 0.240 1.443 0.099
H -0.629 2.461 -1.672
N -0.515 -2.012 -1.215
N -0.881 -1.023 -1.536
```

***

Below is the molecule C2H2N4O2 in a non-equilibrium geometry, with properties calculated with ωB97M-V/def2-TZVPD.

HOMO-LUMO gap   9.63 eV
ΔE to the lowest compared entry with this formula, charge and spin   547.4 kJ/mol

Geometry as XYZ:
```
10
C2H2N4O2, DFT ωB97M-V/def2-TZVPD
O -2.077 -1.404 -0.133
C -1.205 -1.570 -1.051
N 0.340 -1.099 -0.868
C 0.453 -0.131 -0.054
N -0.295 0.222 1.008
N 0.336 1.383 1.424
N 1.162 1.941 0.622
O 1.336 0.957 -0.476
H -1.261 -2.308 -1.902
H 0.894 -1.043 -1.899
```

***

Below is the molecule C2H2N4O2 in a non-equilibrium geometry, with properties calculated with ωB97M-V/def2-TZVPD.

HOMO-LUMO gap   9.28 eV
ΔE to the lowest compared entry with this formula, charge and spin   650.0 kJ/mol

Geometry as XYZ:
```
10
C2H2N4O2, DFT ωB97M-V/def2-TZVPD
H -1.587 -0.303 2.374
N -0.551 -0.121 2.022
C -0.309 -0.122 0.800
N -1.440 -0.339 -0.181
N -1.134 -0.275 -1.455
N 0.263 -0.220 -1.797
O 1.155 0.677 -0.924
C 1.201 0.170 0.438
O 1.914 0.454 1.346
H 0.489 0.077 -2.624
```

***

Below is the molecule C2H2N4O2 in a non-equilibrium geometry, with properties calculated with ωB97M-V/def2-TZVPD.

HOMO-LUMO gap   9.97 eV
ΔE to the lowest compared entry with this formula, charge and spin   503.3 kJ/mol

Geometry as XYZ:
```
10
C2H2N4O2, DFT ωB97M-V/def2-TZVPD
O -0.482 -1.885 1.923
C -1.094 -1.436 1.031
N -0.381 0.022 0.830
N 0.998 -0.230 0.575
N 1.487 0.309 -0.453
C 0.309 1.044 -1.175
O 0.348 1.668 -2.203
N -0.765 0.578 -0.491
H -2.118 -1.885 0.475
H -1.472 1.229 -0.595
```

***

Below is the molecule C2H2N4O2 in a non-equilibrium geometry, with properties calculated with ωB97M-V/def2-TZVPD.

HOMO-LUMO gap   9.25 eV
ΔE to the lowest compared entry with this formula, charge and spin   690.8 kJ/mol

Geometry as XYZ:
```
10
C2H2N4O2, DFT ωB97M-V/def2-TZVPD
O 2.672 0.277 -0.083
N 1.694 -0.650 0.063
C 0.514 -0.120 -0.168
N 0.011 1.105 0.162
C -1.177 1.180 -0.016
O -2.115 0.142 -0.203
N -1.517 -1.020 0.149
N -0.335 -1.273 0.041
H 2.297 1.111 0.124
H -1.747 2.049 0.354
```

***

Below is a cluster of 2 separate species, C2H2N4S in total in a non-equilibrium geometry, with properties calculated with ωB97M-V/def2-TZVPD.

HOMO-LUMO gap (spin up / spin down)   7.41 / 7.42 eV
Spin multiplicity   3

Geometry as XYZ:
```
9
C2H2N4S, DFT ωB97M-V/def2-TZVPD
C -2.362 -0.175 0.560
C 0.770 1.619 -0.454
N -2.604 -0.017 -0.537
N 1.183 0.536 -0.085
N 1.390 -0.667 -0.473
N 1.613 -1.659 0.268
S 0.246 3.068 -0.527
H -2.142 -0.270 1.537
H 1.906 -2.436 -0.289
```

***

Below is the ion C2H2NO2S with charge -1 in a non-equilibrium geometry, with properties calculated with ωB97M-V/def2-TZVPD.

HOMO-LUMO gap   6.64 eV
Charge   -1
ΔE to the lowest compared entry with this formula, charge and spin   322.6 kJ/mol

Geometry as XYZ:
```
8
C2H2NO2S, DFT ωB97M-V/def2-TZVPD
O 2.994 0.229 0.576
S 1.911 -0.476 -0.231
C 0.496 0.385 -0.250
N -0.260 1.401 -0.041
C -0.931 0.159 -0.364
O -1.750 -0.400 0.678
H -1.121 -0.099 -1.493
H -1.340 -1.197 1.126
```

***

Below is a cluster of 2 separate species, C2H2NO2S2 in total in a non-equilibrium geometry, with properties calculated with ωB97M-V/def2-TZVPD.

HOMO-LUMO gap   6.10 eV
Charge   -1
ΔE to the lowest compared entry with this formula, charge and spin   174.4 kJ/mol

Geometry as XYZ:
```
9
C2H2NO2S2, DFT ωB97M-V/def2-TZVPD
C 0.754 1.562 -0.013
C -0.598 -0.009 -0.779
N -0.639 -0.677 0.316
O -0.080 2.118 0.654
O 1.782 1.330 -0.493
S 0.253 -2.065 0.510
S 0.147 -2.510 2.387
H -1.409 0.732 -0.819
H -0.210 -0.481 -1.765
```

***

Below is the ion C2H2NO2S2 with charge +1 in a non-equilibrium geometry, with properties calculated with ωB97M-V/def2-TZVPD.

HOMO-LUMO gap (spin up / spin down)   6.95 / 6.86 eV
Charge   +1
ΔE to the lowest compared entry with this formula, charge and spin   133.5 kJ/mol

Geometry as XYZ:
```
9
C2H2NO2S2, DFT ωB97M-V/def2-TZVPD
C 0.477 -1.058 1.236
C -0.242 -0.493 0.253
N -0.011 1.619 -1.287
O 0.430 2.311 -2.107
O -1.043 -1.077 -0.645
S 1.065 0.114 2.290
S 0.118 1.361 0.367
H 0.573 -2.181 1.333
H -1.367 -0.596 -1.440
```

***

Below is the ion C2H2NO3 with charge -1 in a non-equilibrium geometry, with properties calculated with ωB97M-V/def2-TZVPD.

HOMO-LUMO gap   8.63 eV
Charge   -1
ΔE to the lowest compared entry with this formula, charge and spin   428.5 kJ/mol

Geometry as XYZ:
```
8
C2H2NO3, DFT ωB97M-V/def2-TZVPD
O -1.554 -1.459 -0.507
C -1.385 -0.263 -0.184
O -2.131 0.708 -0.109
C 0.177 0.018 0.332
N 1.292 0.226 -0.590
O 0.924 1.331 0.128
H 0.413 -0.300 1.328
H 2.263 -0.260 -0.397
```

***

Below is the ion C2H2NO3 with charge -1 in a non-equilibrium geometry, with properties calculated with ωB97M-V/def2-TZVPD.

HOMO-LUMO gap (spin up / spin down)   8.25 / 8.37 eV
Charge   -1
ΔE to the lowest compared entry with this formula, charge and spin   387.6 kJ/mol

Geometry as XYZ:
```
8
C2H2NO3, DFT ωB97M-V/def2-TZVPD
C -1.341 0.111 0.106
N 0.116 0.531 -0.175
O 0.379 1.728 -0.419
C 1.262 -0.554 0.069
O 1.064 -1.566 -0.567
O 2.098 -0.152 0.842
H -2.098 0.845 -0.059
H -1.480 -0.942 0.202
```

***

Below is a cluster of 2 separate species, C2H2NO3 in total in a non-equilibrium geometry, with properties calculated with ωB97M-V/def2-TZVPD.

HOMO-LUMO gap   6.02 eV
Charge   -1
ΔE to the lowest compared entry with this formula, charge and spin   358.4 kJ/mol

Geometry as XYZ:
```
8
C2H2NO3, DFT ωB97M-V/def2-TZVPD
C 1.149 -0.247 0.828
C -1.820 -0.259 -0.845
N 0.571 0.449 -0.063
O -1.773 -1.212 -0.235
O -2.063 0.673 -1.454
O 1.009 1.594 -0.498
H 2.150 0.195 1.330
H 0.776 -1.193 0.937
```

***

Number 1: electronic energy -39637.39160 eV. Number 2: electronic energy -15010.83978 eV. Number 3: electronic energy -46880.41125 eV. Number 4: electronic energy -37588.93467 eV. Number 5: electronic energy -19459.25270 eV. Number 6: electronic energy -28231.88435 eV. Number 7: electronic energy -28235.50963 eV. Number 8: electronic energy -8061.29834 eV. Number 9: electronic energy -8066.05337 eV. Number 10: electronic energy -12157.07380 eV. Number 11: electronic energy -12156.01015 eV. Number 12: electronic energy -12157.53048 eV. Number 13: electronic energy -12155.58760 eV. Number 14: electronic energy -18896.05045 eV. Number 15: electronic energy -18525.08608 eV. Number 16: electronic energy -29362.50889 eV. Number 17: electronic energy -29348.91566 eV. Number 18: electronic energy -9737.21206 eV. Number 19: electronic energy -9737.63589 eV. Number 20: electronic energy -9737.93820 eV.